The following is a quantum chemistry calculation of a cluster of 2 separate species, C2H3N in total, from OMol25.

The calculation puts the HOMO energy at -11.005 eV. The energy above the lowest of the compared OMol25 structures with the same formula, charge and spin comes out at 2.320 eV. Its energy is -132.666460 Eh. The value obtained for the LUMO energy is -0.1 eV. The calculation puts the frontier orbital gap at 10.943 eV.

Structure (ORCA input):
```
! RIJCOSX wB97M-V def2-TZVPD def2/J DEFGRID3
* xyz 0 1
C 1.6731 0.4034 -0.0415
C 0.3393 0.1853 0.1041
N 2.8226 0.4879 -0.1579
H 0.0974 -0.2553 1.1291
H -0.4366 -0.9480 -0.7180
H -0.2150 1.1263 -0.2019
*
```

The following is a quantum chemistry calculation of a cluster of 2 separate species, C6H7OP in total, from OMol25.

The calculation puts the HOMO energy (alpha / beta) at -8.491 / -8.227 eV. The energy above the lowest of the compared OMol25 structures with the same formula, charge and spin comes out at 5.537 eV. Its energy is -649.193839 Eh. The value obtained for the LUMO energy (alpha / beta) is 0.0 / -0.8 eV. The calculation puts the frontier orbital gap (alpha / beta) at 8.449 / 7.399 eV.

Structure (ORCA input):
```
! RIJCOSX wB97M-V def2-TZVPD def2/J DEFGRID3
* xyz 0 1
C 2.2375 -0.2918 0.1862
C 1.5199 0.7709 0.9751
C 1.6145 -1.2874 -0.5253
C 0.1767 0.6900 0.9755
C 0.1599 -1.3770 -0.4901
C -0.4829 -0.3872 0.2964
O -0.3160 -1.6760 0.8184
P -3.5351 -0.0071 -0.1112
H 3.3139 -0.2342 0.1302
H 2.1445 1.5376 1.5959
H 2.1716 -1.9957 -1.0877
H -0.3547 1.3351 1.5676
H -0.5257 -1.7787 -1.2628
H -3.4344 1.2429 -0.5992
H -3.8727 0.3176 1.3450
*
```

The following is a quantum chemistry calculation of a cluster of 9 separate species, C44H55BClN2O27PS in total, from OMol25.

The calculation puts the HOMO energy at -7.373 eV. Its structure (SMILES) is CCP(C)c1cc2c(cc1B(O)OC)N(CCCCl)c1c(OC#N)cccc1S2.O=C1OCCO1.O=C1OCCO1.O=C1OCCO1.O=C1OCCO1.O=C1OCCO1.O=C1OCCO1.O=C1OCCO1.O=C1OCCO1. Its energy is -5075.306572 Eh. The value obtained for the LUMO energy is 0.1 eV. The calculation puts the frontier orbital gap at 7.516 eV.

Structure (ORCA input):
```
! RIJCOSX wB97M-V def2-TZVPD def2/J DEFGRID3
* xyz 0 1
C -4.7587 6.3328 0.7096
C -4.2131 4.8893 0.5159
P -3.7054 4.1157 2.1356
C -2.8102 5.4954 3.0190
C -2.4022 2.8584 1.8438
C -1.2817 2.8514 2.6930
C -0.2584 1.9497 2.5021
C -0.2742 0.9996 1.4737
C -1.3950 0.9822 0.6551
C -2.4409 1.8919 0.8357
B -3.6785 1.7936 -0.1553
O -3.5701 2.2041 -1.4660
O -4.8622 1.2463 0.3337
C -4.6833 -0.1924 0.3619
N 0.8443 0.1555 1.3456
C 1.1719 -0.3527 0.0222
C 2.7306 -0.3555 -0.1496
C 3.1335 0.2076 -1.5236
Cl 3.5558 1.9670 -1.4228
C 1.2104 -0.5751 2.4891
C 1.3684 -1.9492 2.6285
O 1.0916 -2.8207 1.5269
C 2.1399 -3.4418 1.0910
N 3.1843 -3.7267 0.6629
C 1.7523 -2.5546 3.8109
C 2.0189 -1.8077 4.9458
C 1.8394 -0.4261 4.8461
C 1.4431 0.1633 3.6693
S 1.1810 1.9306 3.5756
H -4.0490 7.0955 0.3820
H -5.0936 6.5139 1.7350
H -5.6553 6.4271 0.0825
H -3.4332 4.8612 -0.2577
H -5.0453 4.2790 0.1354
H -2.4936 5.1659 4.0125
H -3.4184 6.3980 3.0789
H -1.9011 5.7273 2.4394
H -1.1637 3.5569 3.5122
H -1.4256 0.2487 -0.1517
H -4.3754 2.6804 -1.7086
H -4.1095 -0.4616 1.2589
H -4.0827 -0.5187 -0.5002
H -5.6573 -0.6798 0.3808
H 0.7193 -1.3110 -0.2636
H 0.8117 0.3799 -0.7116
H 3.1811 -1.3240 0.0747
H 3.0833 0.3632 0.6016
H 2.2974 0.1595 -2.2266
H 4.0089 -0.3001 -1.9322
H 1.8589 -3.6353 3.8933
H 2.3315 -2.2780 5.8865
H 2.0296 0.1529 5.7488
O -4.1956 -3.2678 0.6018
C -5.2696 -3.6665 0.2876
O -6.0713 -3.0693 -0.6362
C -7.1598 -3.9556 -0.9046
C -7.2178 -4.7902 0.3517
O -5.8590 -4.7722 0.8002
H -8.0773 -3.3994 -1.0856
H -6.9235 -4.5466 -1.7921
H -7.8495 -4.3483 1.1214
H -7.5509 -5.8087 0.1646
O 8.5706 -6.4562 -2.5481
C 7.6738 -5.9581 -1.9503
O 6.7607 -5.1138 -2.5008
C 5.7232 -4.9082 -1.5357
C 6.4198 -5.2108 -0.2337
O 7.4252 -6.1502 -0.6319
H 5.3467 -3.8894 -1.5822
H 4.9048 -5.5990 -1.7444
H 6.9070 -4.3328 0.1949
H 5.7543 -5.6426 0.5087
O 1.9458 -2.7581 7.6405
C 2.5917 -2.1160 8.4071
O 3.2724 -0.9920 8.0749
C 3.7262 -0.3835 9.2869
C 3.7593 -1.5513 10.2433
O 2.7430 -2.4098 9.7183
H 4.7008 0.0779 9.1474
H 3.0096 0.3838 9.5857
H 4.7130 -2.0820 10.2247
H 3.5336 -1.2653 11.2678
O 7.3849 0.3895 -3.4741
C 7.8842 -0.6709 -3.6841
O 8.0781 -1.1957 -4.9175
C 8.8983 -2.3675 -4.7768
C 8.6400 -2.7674 -3.3464
O 8.3293 -1.5119 -2.7194
H 8.6090 -3.1348 -5.5010
H 9.9408 -2.0920 -4.9535
H 7.7799 -3.4302 -3.2426
H 9.5046 -3.2326 -2.8769
O -6.3246 9.2053 1.3094
C -7.3702 8.7475 0.9875
O -8.1802 9.2774 0.0345
C -9.2191 8.3331 -0.2270
C -9.2617 7.5293 1.0515
O -7.9177 7.6257 1.5234
H -10.1576 8.8398 -0.4397
H -8.9374 7.7292 -1.0922
H -9.9300 7.9643 1.7975
H -9.5411 6.4907 0.8890
O 4.8451 7.5356 -5.5579
C 4.4638 6.4551 -5.2481
O 4.8246 5.8063 -4.1131
C 3.9909 4.6511 -3.9862
C 3.5679 4.3950 -5.4114
O 3.6057 5.7023 -5.9871
H 4.5420 3.8190 -3.5551
H 3.1476 4.8937 -3.3362
H 4.2699 3.7524 -5.9469
H 2.5705 3.9675 -5.4851
O 8.7024 -3.9849 -7.1239
C 8.4120 -3.4627 -8.1532
O 9.1038 -2.4424 -8.7122
C 8.5935 -2.2412 -10.0316
C 7.2003 -2.8147 -9.9323
O 7.3472 -3.8080 -8.9149
H 8.5993 -1.1856 -10.2922
H 9.2219 -2.7854 -10.7394
H 6.4661 -2.0774 -9.6021
H 6.8592 -3.2613 -10.8633
O -9.5384 -6.7129 2.5249
C -10.1261 -5.6895 2.6361
O -11.4465 -5.5838 2.9235
C -11.7272 -4.2102 3.1967
C -10.6165 -3.4968 2.4642
O -9.5582 -4.4595 2.4880
H -12.7155 -3.9382 2.8337
H -11.6884 -4.0497 4.2757
H -10.8721 -3.2783 1.4249
H -10.3114 -2.5753 2.9546
*
```

What is the formula in the third record?
C44H55BClN2O27PS

Which formula does entry 2 have?
C6H7OP